{
  "formula": "C2H12N2O2",
  "method": "wB97M-V/def2-TZVPD",
  "species": ["C", "N", "C", "N", "H", "H", "H", "H", "H", "H", "H", "H", "H", "H", "O", "H", "H", "O"],
  "xyz": [[0.379, -0.290, 2.446], [0.519, 0.114, 0.912], [-0.840, 0.116, 0.199], [-1.070, -0.884, -0.749], [0.460, -1.401, 2.431], [1.278, 0.012, 3.026], [-0.543, 0.028, 3.069], [1.096, 0.891, 0.842], [-0.970, 1.152, -0.375], [-1.540, 0.302, 1.076], [-0.364, -1.004, -1.464], [-1.344, -1.844, -0.455], [-2.006, 0.411, -2.628], [-1.755, 1.905, -2.803], [-1.778, 1.052, -3.244], [2.794, 0.096, -0.011], [2.485, -0.450, -1.426], [3.198, -0.207, -0.846]],
  "relative_energy_ev": 1.915,
  "fmax_ev_per_a": 4.7,
  "mol_weight_g_mol": 96.130,
  "homo_lumo_gap_ev": 10.21,
  "smiles": "CNCN.O.O",
  "multiplicity": 1
}